(1)
This record from the OMol25 dataset describes a molecular structure, C50H53CrN4OP2SSi. The level of theory is wB97M-V/def2-TZVPD.

- Largest force on an atom: 0.63 eV/Å
- HOMO level (spin up / spin down): -9.6043 / -9.8594 eV
- Net charge: +1
- <S²>: 6.022
- Total energy: -4646.17401 hartree
- Spin multiplicity: 5
- Orbital gap (spin up / spin down): 0.2760 / 0.2782 hartree

Last column: Mulliken charge in e.
Atoms and positions in Å:
Cr: -0.359 -0.706 0.298  0.455
C: -4.249 -0.110 2.417  -1.401
Si: -2.486 -0.522 2.882  0.756
C: -1.506 1.039 3.206  -0.234
C: -2.471 -1.452 4.526  -1.280
N: -1.714 -1.418 1.589  0.792
C: -1.838 -2.801 1.508  0.192
C: -2.799 -3.580 2.180  -0.802
C: -2.779 -4.964 2.142  -0.982
C: -1.808 -5.646 1.420  -0.994
C: -0.892 -4.913 0.682  -0.947
C: -0.952 -3.537 0.715  -0.058
O: -0.100 -2.768 -0.136  0.409
C: -0.079 -3.244 -1.463  -0.257
C: 1.151 -3.474 -2.043  -0.203
C: 1.195 -3.968 -3.343  -0.684
C: 0.020 -4.243 -4.027  -0.763
C: -1.208 -4.007 -3.418  -0.884
C: -1.266 -3.497 -2.131  0.280
H: -4.783 0.344 3.255  0.468
H: -4.793 -1.012 2.125  0.378
H: -4.299 0.579 1.571  0.289
H: -1.810 1.460 4.168  0.536
H: -1.644 1.821 2.460  -0.733
H: -0.436 0.822 3.267  -0.177
H: -2.140 -0.774 5.316  0.501
H: -1.806 -2.318 4.524  0.296
H: -3.460 -1.819 4.804  0.398
H: -3.580 -3.080 2.737  0.378
H: -3.537 -5.516 2.682  0.429
H: -1.779 -6.726 1.406  0.457
H: -0.156 -5.403 0.057  0.593
H: 2.058 -3.292 -1.481  0.476
H: 2.154 -4.151 -3.809  0.486
H: 0.060 -4.646 -5.030  0.472
H: -2.127 -4.220 -3.947  0.456
H: -2.214 -3.323 -1.638  0.539
C: 3.330 3.945 3.579  -0.922
S: 1.762 3.051 3.624  -0.009
C: 1.235 3.293 1.916  0.011
C: 1.956 2.453 0.861  0.979
C: 1.464 2.771 -0.560  -2.209
N: 0.386 1.946 -1.162  1.781
P: 0.762 0.331 -1.726  0.829
C: 2.553 0.146 -1.921  0.614
C: 3.185 -0.792 -1.109  -0.631
C: 4.532 -1.084 -1.286  -0.712
C: 5.255 -0.428 -2.269  -0.752
C: 4.634 0.516 -3.079  -0.833
C: 3.288 0.793 -2.918  -0.532
C: 0.215 0.433 -3.457  0.757
C: -0.261 -0.701 -4.098  -0.090
C: -0.638 -0.640 -5.433  -0.754
C: -0.529 0.551 -6.132  -0.771
C: -0.048 1.689 -5.493  -0.865
C: 0.314 1.634 -4.158  -0.763
P: -1.090 1.659 -0.256  1.000
C: -1.734 3.324 0.102  2.274
C: -1.430 4.412 -0.715  -1.241
C: -2.036 5.639 -0.492  -1.120
C: -2.956 5.789 0.536  -0.743
C: -3.278 4.703 1.337  -0.764
C: -2.672 3.475 1.120  -0.507
C: -2.305 1.138 -1.525  0.815
C: -2.995 -0.057 -1.334  -0.335
C: -3.915 -0.495 -2.280  -1.162
C: -4.147 0.259 -3.417  -0.801
C: -3.477 1.465 -3.603  -0.727
C: -2.571 1.906 -2.658  -0.710
H: 3.655 4.074 4.609  0.386
H: 3.185 4.930 3.136  0.307
H: 4.096 3.396 3.037  0.215
H: 1.336 4.357 1.684  0.560
H: 0.169 3.075 1.918  -0.718
H: 1.851 1.390 1.100  -1.153
H: 3.025 2.673 0.899  0.949
H: 2.295 2.724 -1.265  0.530
H: 1.121 3.804 -0.563  0.828
H: 2.618 -1.302 -0.337  0.512
H: 5.012 -1.819 -0.653  0.562
H: 6.304 -0.654 -2.411  0.451
H: 5.197 1.026 -3.849  0.465
H: 2.809 1.503 -3.579  0.462
H: -0.351 -1.631 -3.558  0.050
H: -1.020 -1.527 -5.923  0.469
H: -0.820 0.599 -7.173  0.426
H: 0.035 2.622 -6.035  0.455
H: 0.650 2.529 -3.650  0.363
H: -0.746 4.300 -1.543  0.324
H: -1.792 6.479 -1.130  0.470
H: -3.427 6.747 0.706  0.401
H: -4.002 4.809 2.133  0.485
H: -2.937 2.637 1.752  0.022
H: -2.834 -0.644 -0.433  0.838
H: -4.453 -1.421 -2.119  0.545
H: -4.857 -0.083 -4.159  0.410
H: -3.666 2.060 -4.487  0.473
H: -2.058 2.848 -2.807  0.292
N: 1.645 -2.064 4.240  0.107
C: 0.937 -1.920 3.100  -0.812
N: 1.584 -1.297 2.147  0.520
C: 2.836 -1.005 2.716  0.475
C: 3.969 -0.378 2.195  0.437
C: 5.089 -0.274 2.994  -1.322
C: 5.106 -0.762 4.309  -0.581
C: 3.996 -1.375 4.850  -1.227
C: 2.881 -1.489 4.028  -0.135
H: 1.314 -2.498 5.084  0.269
H: -0.059 -2.318 3.006  0.387
H: 3.981 0.028 1.197  0.419
H: 5.976 0.204 2.600  0.474
H: 6.003 -0.656 4.904  0.420
H: 3.996 -1.756 5.863  0.445

Forces on atoms 1 to 6 (eV/Å):
0.1 -0.3 0.5
-0.1 0.0 0.0
0.1 -0.1 0.0
0.1 0.1 -0.1
0.0 -0.1 -0.1
0.0 -0.2 0.0

(2)
This record from the OMol25 dataset describes a molecular structure, C50H54AsN8O2W at a distorted geometry. The level of theory is wB97M-V/def2-TZVPD.

- Largest force on an atom: 4.00 eV/Å
- HOMO level (spin up / spin down): -9.3253 / -9.1512 eV
- Net charge: +1
- Relative energy (zero: lowest compared OMol25 entry of this formula, charge and spin): 0.00 kJ/mol
- Total energy: -4828.98736 hartree
- Spin multiplicity: 1
- Orbital gap (spin up / spin down): 0.2258 / 0.2269 hartree

Last column: Mulliken charge in e.
Atoms and positions in Å:
W: 1.441 -0.121 -0.769  0.757
O: 3.892 2.003 1.716  -0.721
C: 3.188 1.602 0.807  -0.479
N: 2.320 0.527 0.920  0.852
C: 2.622 -0.307 2.072  -1.087
C: 3.536 -1.420 1.615  0.255
C: 4.318 -2.164 2.486  -0.866
C: 5.162 -3.130 1.966  -0.562
C: 5.196 -3.314 0.590  -1.054
C: 4.359 -2.546 -0.198  -0.057
N: 3.545 -1.611 0.294  0.389
C: 3.171 2.220 -0.521  0.812
C: 3.889 3.378 -0.783  -0.805
C: 3.994 3.854 -2.068  -0.713
C: 3.409 3.095 -3.085  -1.380
C: 2.702 1.969 -2.763  -0.142
N: 2.511 1.522 -1.503  0.502
H: 1.707 -0.714 2.517  -0.129
H: 3.126 0.293 2.831  1.018
H: 4.262 -1.978 3.550  0.557
H: 5.784 -3.725 2.620  0.455
H: 5.860 -4.036 0.136  0.484
H: 4.348 -2.669 -1.276  0.294
H: 4.365 3.866 0.057  0.595
H: 4.530 4.763 -2.298  0.487
H: 3.516 3.389 -4.119  0.517
H: 2.243 1.376 -3.544  0.450
C: 0.721 -2.981 0.791  0.219
N: 0.894 -2.093 -0.383  1.455
C: 1.037 -2.728 -1.565  -0.669
C: 1.945 -2.215 -2.512  0.058
C: 2.422 -2.756 -3.711  -1.357
C: 3.492 -1.939 -4.095  -1.187
C: 3.591 -0.925 -3.150  -0.562
N: 2.646 -1.057 -2.196  0.667
C: -0.168 -4.184 0.592  -1.073
C: 0.377 -5.388 0.152  -0.274
C: -0.442 -6.467 -0.143  -0.728
C: -1.816 -6.356 0.008  -0.633
C: -2.364 -5.175 0.487  -0.831
C: -1.543 -4.097 0.785  0.302
H: 0.315 -2.373 1.602  -0.419
H: 1.715 -3.325 1.093  0.651
H: 0.610 -3.715 -1.702  0.664
H: 2.059 -3.652 -4.189  0.583
H: 4.134 -2.082 -4.947  0.506
H: 4.324 -0.135 -3.098  0.554
H: 1.451 -5.476 0.032  0.481
H: -0.006 -7.390 -0.502  0.419
H: -2.455 -7.187 -0.258  0.395
H: -3.435 -5.093 0.621  0.445
H: -1.971 -3.182 1.180  0.426
C: -2.273 1.246 -3.378  -0.886
N: -1.386 0.576 -4.312  -0.218
C: -0.188 0.038 -4.025  0.299
N: 0.497 -0.463 -5.073  -0.404
O: 0.266 0.030 -2.860  -0.079
H: -3.264 0.795 -3.426  0.377
H: -2.353 2.307 -3.617  0.399
H: -1.886 1.142 -2.370  0.049
H: -1.678 0.576 -5.275  0.236
H: 0.094 -0.482 -5.993  0.212
H: 1.297 -1.050 -4.906  0.166
C: -6.639 0.826 -1.331  -1.515
C: -5.286 0.633 -0.711  0.720
C: -4.919 1.263 0.459  -1.132
C: -3.663 1.109 1.048  1.036
C: -3.508 1.845 2.359  -1.607
C: -2.700 0.305 0.423  0.134
As: -0.656 0.125 0.871  1.350
N: -0.040 1.198 -0.481  0.576
C: -0.515 2.478 -0.791  1.302
C: -0.159 3.080 -2.003  -0.392
C: -0.566 4.369 -2.302  -1.261
C: -1.360 5.084 -1.419  -1.122
C: -1.764 4.479 -0.239  -0.989
C: -1.349 3.197 0.071  -0.234
C: -0.562 0.948 2.729  -0.444
C: 0.138 2.094 3.125  1.050
C: 0.848 3.035 2.192  -1.650
C: 0.179 2.439 4.477  -0.892
C: -0.432 1.680 5.456  0.657
C: -0.429 2.097 6.898  -1.616
C: -1.082 0.515 5.054  -1.042
C: -1.145 0.136 3.726  1.647
C: -1.888 -1.135 3.383  -1.601
C: -3.087 -0.398 -0.742  0.024
C: -2.206 -1.404 -1.428  0.150
C: -4.351 -0.219 -1.284  -0.682
H: -7.242 1.519 -0.748  0.378
H: -7.171 -0.124 -1.393  0.346
H: -6.546 1.221 -2.343  0.329
H: -5.634 1.905 0.963  0.407
H: -3.673 2.912 2.202  0.475
H: -2.539 1.699 2.815  -0.229
H: -4.273 1.495 3.053  0.593
H: 0.425 2.522 -2.716  0.450
H: -0.263 4.815 -3.242  0.527
H: -1.669 6.093 -1.658  0.422
H: -2.405 5.014 0.451  0.496
H: -1.641 2.737 1.003  0.314
H: 0.926 2.648 1.185  -0.405
H: 1.857 3.224 2.557  0.691
H: 0.327 3.993 2.149  0.520
H: 0.706 3.345 4.756  0.416
H: 0.284 2.899 7.074  0.387
H: -0.183 1.256 7.546  0.390
H: -1.422 2.450 7.181  0.301
H: -1.562 -0.104 5.803  0.467
H: -2.537 -1.426 4.207  0.589
H: -1.184 -1.954 3.207  0.313
H: -2.496 -0.998 2.487  0.119
H: -1.253 -0.980 -1.718  -0.979
H: -2.699 -1.778 -2.327  0.676
H: -2.021 -2.254 -0.778  -0.637
H: -4.625 -0.776 -2.173  0.504

Forces on atoms 1 to 6 (eV/Å):
-0.3 1.9 0.8
0.3 0.3 -0.4
-0.9 -1.1 1.4
1.1 0.3 0.4
-0.1 0.0 0.1
-0.1 0.2 -0.2

(3)
This record from the OMol25 dataset describes 8 unconnected molecules or ions with the total composition C50H54ClF24N4O26 at a distorted geometry. The level of theory is wB97M-V/def2-TZVPD.

- Largest force on an atom: 2.31 eV/Å
- HOMO level: -11.6844 eV
- Net charge: +1
- Total energy: -6969.63348 hartree
- Spin multiplicity: 1
- Orbital gap: 0.2751 hartree

Last column: Mulliken charge in e.
Atoms and positions in Å:
C: -2.043 -1.510 4.825  -1.896
C: -1.623 -2.118 3.474  0.222
O: -2.759 -2.223 2.567  -0.567
C: -2.402 -2.197 1.265  -0.126
C: -2.077 -3.423 0.725  1.486
C: -2.205 -4.622 1.605  -1.069
C: -3.663 -4.824 2.092  0.468
O: -3.867 -5.438 3.100  -0.510
Cl: -5.013 -4.126 1.176  -0.143
C: -1.666 -3.469 -0.600  -0.038
C: -1.259 -4.859 -1.094  -1.715
O: -2.367 -5.731 -1.333  -0.305
N: -3.556 -5.035 -1.616  0.477
O: -4.458 -5.764 -1.645  -0.440
C: -1.626 -2.347 -1.345  0.804
C: -1.217 -2.463 -2.815  -0.113
F: -1.680 -3.627 -3.321  -0.372
F: -1.857 -1.579 -3.616  -0.163
C: 0.340 -2.497 -3.102  1.070
F: 0.907 -3.157 -2.063  -0.250
F: 0.558 -3.240 -4.177  -0.320
C: 1.058 -1.124 -3.158  0.181
F: 0.445 -0.264 -3.969  -0.259
F: 1.051 -0.670 -1.883  0.047
C: 2.539 -1.172 -3.596  0.506
F: 2.584 -1.645 -4.858  -0.321
F: 3.258 -2.028 -2.870  -0.262
C: 3.285 0.198 -3.647  0.512
F: 2.807 1.018 -4.585  -0.318
F: 4.517 -0.127 -4.081  -0.324
C: 3.511 0.959 -2.299  0.585
F: 3.609 0.151 -1.246  -0.237
F: 4.709 1.571 -2.405  -0.299
C: 2.488 2.109 -1.987  0.796
F: 2.253 2.075 -0.663  -0.337
F: 1.299 1.962 -2.590  -0.247
C: 3.004 3.550 -2.282  0.436
F: 3.450 3.703 -3.518  -0.192
F: 3.875 3.977 -1.383  -0.285
F: 1.929 4.353 -2.175  -0.265
N: -1.944 -1.161 -0.789  0.881
C: -1.855 0.087 -1.575  -1.039
C: -3.188 0.509 -2.264  -1.701
C: -4.367 -0.462 -2.065  0.702
C: -5.518 -0.228 -3.050  -1.010
N: -5.918 1.180 -3.208  -0.463
C: -2.351 -1.067 0.483  0.645
C: -2.744 0.306 0.988  0.375
C: -3.374 0.455 2.371  0.438
C: -3.618 1.933 2.717  -1.775
C: -4.668 2.625 1.859  -0.756
N: -6.049 2.308 2.333  0.512
C: -6.796 3.595 2.396  -1.549
C: -6.734 1.530 1.301  0.485
C: -7.051 2.113 -0.065  -1.214
O: -7.076 0.397 1.561  -0.591
H: -1.427 -1.983 5.587  0.453
H: -3.108 -1.638 4.997  0.331
H: -1.747 -0.462 4.818  0.377
H: -0.885 -1.469 3.003  0.311
H: -1.153 -3.070 3.700  0.287
H: -1.642 -4.544 2.528  -0.104
H: -1.922 -5.564 1.143  0.968
H: -0.620 -4.865 -1.966  0.338
H: -0.670 -5.302 -0.294  0.723
H: -1.400 0.880 -0.995  1.063
H: -1.144 -0.031 -2.375  -0.129
H: -3.457 1.481 -1.847  0.723
H: -3.025 0.654 -3.330  0.659
H: -4.028 -1.487 -2.223  -0.226
H: -4.758 -0.338 -1.051  -0.053
H: -5.263 -0.606 -4.041  0.450
H: -6.391 -0.771 -2.685  0.371
H: -5.463 1.799 -2.557  0.142
H: -5.791 1.499 -4.155  0.287
H: -1.841 0.929 0.963  0.225
H: -3.417 0.782 0.273  -0.739
H: -2.655 0.121 3.107  -0.680
H: -4.285 -0.131 2.483  0.870
H: -2.681 2.489 2.792  0.544
H: -4.023 1.911 3.731  0.546
H: -4.572 2.456 0.782  0.105
H: -4.535 3.700 1.998  0.573
H: -7.871 3.437 2.450  0.469
H: -6.435 4.197 3.226  0.381
H: -6.633 4.214 1.502  0.520
H: -7.450 1.360 -0.737  0.408
H: -6.141 2.501 -0.534  0.232
H: -7.725 2.965 -0.017  0.421
C: -8.431 1.265 5.873  -0.312
C: -7.798 2.197 6.878  0.273
O: -7.647 3.394 6.133  -0.306
C: -8.640 3.398 5.198  0.710
O: -8.975 4.352 4.581  -0.506
O: -9.196 2.170 5.069  -0.321
F: -6.574 1.760 7.266  -0.281
H: -7.686 0.767 5.250  0.193
H: -9.070 0.516 6.333  0.293
H: -8.408 2.394 7.761  0.274
C: 4.504 2.275 -7.324  -0.143
C: 5.326 3.416 -6.780  0.416
O: 6.140 3.770 -7.883  -0.320
C: 5.423 3.443 -9.006  0.513
O: 5.674 3.828 -10.094  -0.481
O: 4.386 2.623 -8.702  -0.344
F: 6.122 3.012 -5.756  -0.305
H: 5.019 1.317 -7.231  0.265
H: 3.526 2.200 -6.855  0.117
H: 4.743 4.284 -6.464  0.312
C: 3.012 -3.644 1.702  -0.473
C: 2.567 -2.203 1.656  -0.045
O: 1.425 -2.206 2.499  0.235
C: 1.620 -3.198 3.407  0.404
O: 1.002 -3.316 4.417  -0.485
O: 2.612 -4.031 3.021  -0.374
F: 2.185 -1.839 0.403  -0.155
H: 2.489 -4.260 0.968  0.282
H: 4.083 -3.763 1.566  0.365
H: 3.295 -1.489 2.036  0.248
C: 1.791 -5.969 6.360  0.025
C: 1.152 -7.272 5.955  0.271
O: 2.270 -8.083 5.657  -0.314
C: 3.303 -7.633 6.437  0.588
O: 4.301 -8.232 6.638  -0.481
O: 3.019 -6.406 6.948  -0.348
F: 0.396 -7.129 4.832  -0.246
H: 2.006 -5.332 5.502  -0.050
H: 1.193 -5.409 7.075  0.278
H: 0.553 -7.747 6.734  0.247
C: 8.825 2.230 -9.348  -0.258
C: 8.723 0.844 -8.769  0.362
O: 9.419 0.064 -9.716  -0.323
C: 10.360 0.884 -10.288  0.547
O: 11.281 0.506 -10.922  -0.473
O: 10.088 2.188 -10.015  -0.342
F: 7.427 0.422 -8.709  -0.306
H: 8.038 2.438 -10.074  0.225
H: 8.814 3.005 -8.585  0.263
H: 9.185 0.726 -7.787  0.286
C: 4.707 6.342 0.168  0.159
C: 6.108 6.256 0.718  0.287
O: 6.219 7.450 1.468  -0.314
C: 4.958 7.770 1.892  0.606
O: 4.712 8.546 2.747  -0.475
O: 4.025 7.062 1.198  -0.337
F: 7.035 6.265 -0.271  -0.278
H: 4.665 6.910 -0.763  0.199
H: 4.256 5.370 0.010  -0.091
H: 6.287 5.399 1.371  0.313
C: 3.097 0.289 6.330  -0.480
C: 4.079 0.376 5.189  0.283
O: 3.325 -0.146 4.100  -0.236
C: 2.012 0.127 4.365  0.460
O: 1.142 0.063 3.562  -0.368
O: 1.843 0.474 5.658  -0.323
F: 5.159 -0.409 5.392  -0.289
H: 3.111 -0.691 6.809  0.288
H: 3.254 1.055 7.084  0.295
H: 4.408 1.389 4.950  0.293

Forces on atoms 1 to 6 (eV/Å):
0.7 0.0 -0.9
0.0 0.7 0.8
-0.1 0.4 0.2
0.1 -1.3 0.7
0.3 0.1 0.0
-1.2 -0.1 -0.2